Density functional theory data (ωB97M-V/def2-TZVPD) for 2 unconnected molecules or ions with the total composition C4H12.

Properties
Spin multiplicity = 2
ΔE to the lowest compared entry with this formula, charge and spin = 0.397 eV
Total charge = +1
Electronic energy = -159.15524 Ha
Gap between HOMO and LUMO (spin up / spin down) = 12.4 / 4.0 eV
Highest occupied orbital energy (spin up / spin down) = -15.71 / -15.38 eV

Bonds (Å) are listed after each position.
Element x y z (Å)
1 C -1.239 0.754 0.364  C2 1.513, H3 1.084, H4 1.106, H5 1.112
2 C -2.451 1.401 0.998  C1 1.513, H6 1.091, H7 1.087, H8 1.095
3 H -1.355 0.686 -0.712  C1 1.084
4 H -0.325 1.309 0.646  C1 1.106
5 H -1.104 -0.264 0.790  C1 1.112
6 H -2.733 2.317 0.478  C2 1.091
7 H -2.272 1.664 2.038  C2 1.087
8 H -3.310 0.724 0.962  C2 1.095
9 C 1.366 -0.771 -1.125  C10 1.470, H11 1.093, H12 1.122, H13 1.139
10 C 2.315 -1.473 -0.250  C9 1.470, H14 1.098, H15 1.150, H16 1.095
11 H 1.390 -1.104 -2.165  C9 1.093
12 H 0.329 -0.809 -0.697  C9 1.122
13 H 1.469 0.361 -1.178  C9 1.139
14 H 2.861 -2.305 -0.713  C10 1.098
15 H 3.166 -0.706 -0.146  C10 1.150
16 H 1.893 -1.783 0.712  C10 1.095